(1)
17
Properties=species:S:1:pos:R:3:forces:R:3 method="wB97M-V/def2-TZVPD" gap_ev="7.019 / 6.087" total_charge=+1 e_above_lowest_kcal_mol=143.5 lumo_energy_ev="-5.70 / -6.16"
H 1.6685 3.0169 0.2224 -0.7 0.0 1.2
C -2.3152 0.9801 0.0410 -2.4 -1.7 1.2
N -2.0799 -1.2495 0.1154 1.2 -0.7 0.2
C -2.9677 -0.1427 0.2667 1.3 1.3 -0.9
O 0.9701 -1.3162 -1.4703 2.4 -0.4 0.5
C 0.4452 -1.3052 -0.2519 -0.6 0.9 0.3
N 1.2245 2.2840 -0.3057 0.1 -0.2 0.3
H 0.5126 -1.0936 -2.2596 -1.5 0.2 -0.7
C 0.0421 1.7549 -0.1273 1.4 1.5 -0.8
C -0.8892 -1.2978 -0.0657 0.4 -0.1 0.4
C 1.4495 -1.2536 0.8601 -1.5 2.2 0.0
C -1.1720 1.5424 -0.0069 1.3 0.2 -0.6
H -3.9332 -0.4888 0.4284 -1.7 0.3 0.2
H 1.8531 2.1437 -1.0729 -0.5 -0.8 -1.0
H 1.0795 -1.5504 1.7850 -1.1 -1.1 1.5
H 2.3060 -1.7723 0.6909 2.3 -1.9 -1.0
H 1.8061 -0.2518 1.1504 -0.3 0.2 -0.9

***

(2)
17
Properties=species:S:1:pos:R:3:forces:R:3 method="wB97M-V/def2-TZVPD" gap_ev="7.691 / 7.692" total_charge=+1 e_above_lowest_kcal_mol=50.4 lumo_energy_ev="-4.92 / -4.92"
C -1.8915 2.2652 -1.9973 1.5 -3.7 2.6
N -1.5915 -0.7414 0.0676 4.5 0.9 1.8
H -2.5310 -0.7762 -0.0071 -3.9 -0.7 -0.3
C 1.2336 -0.5032 0.4965 0.5 1.2 1.8
H 3.1887 0.1046 0.3539 2.1 1.8 -2.0
O 1.1730 1.5596 -0.7412 1.3 -0.3 0.7
C -1.0325 0.3835 -0.3599 6.6 0.9 -1.5
N 2.5462 -0.3448 0.8853 -2.9 -3.1 1.6
C 0.4529 -1.5151 1.1544 -1.9 1.3 -0.4
C 0.5833 0.5363 -0.1956 -5.8 -2.6 0.1
H 0.7287 -2.1479 1.9883 1.0 -0.1 -0.4
H 2.8698 -1.1908 1.3475 0.5 0.5 -0.1
H -2.3002 3.0139 -2.5309 -1.0 2.2 -1.7
H 0.5197 1.9653 -1.2910 -0.7 1.2 -1.1
C -1.5230 1.3211 -1.3201 -1.2 1.0 0.1
C -0.9064 -1.5623 0.9590 0.2 0.8 -2.4
H -1.5198 -2.3678 1.1905 -0.7 -1.3 1.3

***

(3)
21
Properties=species:S:1:pos:R:3:forces:R:3 method="wB97M-V/def2-TZVPD" gap_ev="6.003 / 5.777" total_charge=-2 e_above_lowest_kcal_mol=91.5 lumo_energy_ev="5.46 / 5.47"
C 1.1171 -1.0504 -2.0543 0.2 1.1 -0.2
C -0.4615 0.6692 -2.0455 -0.9 2.9 -1.8
H -0.5709 2.0666 0.9809 -1.1 0.1 -1.1
O 0.2696 -2.4647 1.7466 -1.2 0.7 0.6
O -1.0319 -1.7583 3.8682 -0.4 0.3 -0.4
H -1.1561 2.7788 -0.5677 -0.8 -0.9 0.7
O -1.8833 -1.0764 1.4648 0.5 0.1 0.8
H -1.2141 1.4886 -2.5373 1.9 -2.2 0.8
N 0.4184 -0.0193 2.3338 1.1 0.7 -0.4
C 0.5375 -0.0273 -0.0041 -0.3 -0.3 -0.9
H 1.6304 -1.8468 -2.4943 1.0 -1.0 -1.0
O 1.9435 1.1287 3.5047 -0.4 -0.2 -0.3
N 0.8191 0.2852 1.2654 0.6 1.0 3.0
P -0.8010 -1.5776 2.4047 0.6 -2.0 -0.8
C -0.3703 0.7841 -0.6818 -1.6 0.5 0.2
C -1.2237 1.8412 0.0602 4.5 0.9 0.2
C 0.4192 -0.1174 -2.8171 -2.0 -0.3 1.6
C 1.2861 -0.9601 -0.6759 0.6 -0.7 -1.7
H 0.2824 -0.0818 -3.8786 0.3 -0.4 -0.5
H 2.1215 -1.5855 -0.3446 -0.9 0.3 1.0
H -2.1319 1.5234 0.4718 -1.5 -0.5 0.0

***

(4)
17
Properties=species:S:1:pos:R:3:forces:R:3 method="wB97M-V/def2-TZVPD" gap_ev=8.140 total_charge=0 e_above_lowest_kcal_mol=111.1 lumo_energy_ev=0.17
N 0.2307 3.9578 1.7816 -1.6 0.1 0.7
C 0.8225 3.0413 -0.5394 0.0 0.0 0.0
N -0.5562 -2.6749 0.5302 0.0 -0.6 -0.1
C 0.7171 1.8014 -1.0707 0.0 0.0 -0.1
H -0.1657 -2.9500 -0.3697 -0.1 0.1 0.3
C -0.8645 3.3428 1.7764 0.0 1.9 0.9
C 0.0286 -0.4554 -0.2480 -0.3 0.3 0.1
H 0.1978 -0.8903 -1.2269 0.0 0.0 0.0
N -0.5288 -1.2753 0.6504 -0.1 0.3 0.2
C 0.5597 2.9318 0.8758 0.6 -2.0 -0.7
H 0.8851 1.5340 -2.0978 0.0 -0.1 -0.2
H 0.0779 1.2138 2.1639 0.0 0.0 0.2
C 0.2355 1.6086 1.1782 0.7 0.2 -0.3
H -1.5194 -3.0125 0.5857 0.3 0.3 -0.2
C 0.3132 0.8688 -0.0404 0.2 -0.6 -0.3
H 1.0598 3.9629 -1.0387 0.1 0.1 -0.1
H -0.6262 -0.9611 1.6083 0.1 0.0 -0.2

***

(5)
17
Properties=species:S:1:pos:R:3:forces:R:3 method="wB97M-V/def2-TZVPD" gap_ev=10.241 total_charge=0 e_above_lowest_kcal_mol=97.9 lumo_energy_ev=-0.11
H 2.4789 -0.4947 -1.7240 0.3 -0.4 -0.6
H -1.2264 1.7849 2.6336 0.5 1.0 0.7
C -1.0470 -2.7340 0.7258 0.0 -0.7 1.5
H -0.0388 0.4157 2.3090 0.2 0.1 0.7
H 3.3019 0.3141 -0.3379 -1.1 -0.2 -1.0
H 2.8912 1.2541 -1.7130 -0.4 0.7 -0.8
C -1.0074 0.8621 2.1533 0.8 1.0 -2.0
C -1.0596 -1.5513 -1.4486 -1.0 1.3 -1.0
C 1.1896 0.5799 -0.5359 -0.1 1.1 0.1
C 0.1237 0.8532 -0.0272 1.9 -0.5 -1.2
O -2.0244 1.6470 0.0944 -1.7 0.8 -0.8
C 2.5160 0.4217 -1.1685 0.4 -0.8 2.8
H -1.7886 0.2710 2.4768 -1.6 -1.8 0.4
C -1.0884 1.1776 0.6512 0.8 -1.0 1.9
H -1.8139 -0.8026 -1.2862 -0.5 0.7 -0.1
O -0.4998 -1.7143 -2.4715 1.0 -0.5 -1.2
N -0.9070 -2.2845 -0.3314 0.6 -0.9 0.7

***

(6)
18
Properties=species:S:1:pos:R:3:forces:R:3 method="wB97M-V/def2-TZVPD" gap_ev="7.088 / 7.095" total_charge=0 e_above_lowest_kcal_mol=76.3 lumo_energy_ev="-1.64 / -1.64"
H -1.8215 0.0405 -1.9666 0.8 -0.7 1.0
H 0.1596 0.9402 1.6015 0.0 0.2 -0.2
H -1.4519 0.7031 1.9480 -0.7 -0.4 0.1
O 2.2255 -0.9281 1.0793 1.5 0.2 1.8
C -1.3427 -0.1717 -0.9716 -2.4 1.6 -0.2
H -1.5390 1.9231 -0.3177 0.7 0.2 0.0
H 0.7667 0.4722 -1.8478 0.9 0.5 0.4
S 1.3419 -0.9353 -0.0144 -0.3 2.5 -0.4
C -0.4580 -0.9725 0.8944 0.5 -1.3 0.2
H -1.1520 -2.4459 -0.7221 0.0 2.3 0.9
O 1.3220 -2.0372 -0.9016 -0.2 -1.1 -1.2
H -0.3848 -1.7457 1.6400 0.4 0.2 0.6
C -1.1087 0.9559 -0.0908 -0.9 -1.7 -3.7
C -0.7337 0.4656 1.1706 1.6 -0.3 2.6
N 2.2150 2.7536 0.0492 0.0 0.2 0.2
C 1.2829 0.5769 -0.8879 -1.1 -1.8 0.2
C -1.0963 -1.3643 -0.3034 -1.1 -0.6 -1.9
C 1.7750 1.7694 -0.3591 0.3 -0.1 -0.2

***

(7)
18
Properties=species:S:1:pos:R:3:forces:R:3 method="wB97M-V/def2-TZVPD" gap_ev=9.127 total_charge=0 e_above_lowest_kcal_mol=130.6 lumo_energy_ev=-0.41
H -0.3755 -8.4712 0.8236 0.0 0.3 0.0
C -1.4631 -6.5948 0.6870 -0.9 0.3 -0.1
C -0.3311 -7.3848 0.7550 0.3 1.0 0.1
C -0.2043 -4.5002 0.5600 -0.3 -0.1 0.6
N -0.0999 -0.5058 1.2884 0.7 -1.6 1.0
O 1.0348 -0.0821 1.3572 -2.7 -0.6 -0.6
H 0.7396 -2.8218 -0.2869 0.3 0.3 0.2
C 0.8712 -6.6941 0.6878 0.6 0.1 -0.1
H 1.7876 -7.2750 0.6639 0.1 0.2 0.0
C -0.1511 -2.9813 0.3217 0.1 0.1 -1.1
O -1.1956 -0.0285 1.3583 1.9 -0.4 -0.5
H 1.9323 -4.8482 0.3739 -0.5 -0.1 0.5
O -0.1417 -2.1207 1.4859 -0.1 0.6 0.0
H -2.3621 -4.6627 0.3712 0.4 -0.1 0.5
H -2.4278 -7.0935 0.6601 0.0 0.2 0.0
C -1.4246 -5.1918 0.5838 0.0 -0.3 -0.3
H -0.9937 -2.7710 -0.3419 -0.2 0.3 0.3
C 0.9472 -5.2926 0.5861 0.4 -0.3 -0.3

***

(8)
18
Properties=species:S:1:pos:R:3:forces:R:3 method="wB97M-V/def2-TZVPD" gap_ev="3.747 / 4.573" total_charge=0 e_above_lowest_kcal_mol=0.0 multiplicity=3 lumo_energy_ev="-0.05 / -3.26"
H 1.7605 1.6607 -1.2893 -0.7 -0.4 2.0
C -1.2134 -1.0125 0.1965 1.9 -3.4 -0.3
C -1.2281 1.2192 -0.2571 -2.4 -4.4 0.3
C 2.2991 0.0872 0.2191 -6.6 -0.5 -1.9
O 1.8299 -2.0621 -0.7390 -0.5 -2.0 -2.0
C 0.0503 0.7302 -0.2601 3.1 -0.1 1.2
C 1.4085 -1.1766 0.1949 0.6 1.6 3.1
H -2.3837 -2.4410 0.5372 -0.3 -0.2 0.0
C 1.4384 1.2785 -0.1761 0.0 0.6 -2.6
H 1.4116 -1.6455 1.3003 0.2 0.2 -2.6
N 0.0440 -0.5858 0.0292 1.5 -1.2 -0.4
H -1.3810 2.2078 -0.4691 -1.2 2.1 -0.3
H 1.8097 -1.7547 -1.6979 0.1 0.2 2.1
H -3.1354 -0.0283 0.1024 0.3 0.1 -0.2
O -1.4420 -2.3319 0.3809 0.3 1.7 0.1
H 1.4759 2.2059 0.4235 0.0 -0.1 0.0
C -2.0580 0.0089 -0.0458 -1.9 5.4 -0.2
O 3.3985 0.0728 0.6421 5.6 0.3 2.0